The following is a DFT calculation (ωB97M-V/def2-TZVPD) of CHI3 as an isolated structure in a non-equilibrium geometry.

For the largest force on an atom, the calculation gives 5.39 eV Å⁻¹. As for the LUMO energy: -1.66 eV. Its HOMO energy is -9.36 eV. The value obtained for the energy relative to the best compared isomer or geometry (same formula, charge and spin) is 40.4 kJ/mol. The total energy comes out at -931.72886 hartree.

```
! wB97M-V def2-TZVPD RIJCOSX def2/J DEFGRID3
* xyz 0 1
C 0.0852 0.2909 -0.0082
I 1.2945 -0.9979 1.2494
I -0.4223 -1.1446 -1.9800
I -1.7264 0.8790 1.0371
H 0.7690 0.9726 -0.2983
*
```

Partial charges, Löwdin, in e:
1. C -1.46
2. I 0.59
3. I 0.38
4. I 0.64
5. H -0.15



The following is a DFT calculation (ωB97M-V/def2-TZVPD) of an isolated ion of composition C3H3N2O3P and charge -2 in a non-equilibrium geometry.

For the largest force on an atom, the calculation gives 3.27 eV Å⁻¹. As for the LUMO energy: 7.04 eV. Its HOMO energy is 0.05 eV. The value obtained for the energy relative to the best compared isomer or geometry (same formula, charge and spin) is 0.0 kJ/mol. The total energy comes out at -792.78780 hartree.

```
! wB97M-V def2-TZVPD RIJCOSX def2/J DEFGRID3
* xyz -2 1
O 0.7822 -1.8693 2.0115
P 0.3812 -1.5744 0.5808
O -0.3524 -2.7389 -0.0826
O 1.7546 -1.3807 -0.3541
C -0.2684 0.0767 0.2272
C -1.2312 0.2916 -0.7569
N -1.3007 1.7011 -1.0061
C -0.3995 2.1741 -0.0601
N 0.1491 1.2372 0.7006
H 2.2538 -0.6098 -0.0012
H -1.8190 -0.4322 -1.3147
H 0.0503 3.1246 0.0555
*
```

Löwdin atomic charge list, values in e, 5 entries:
1. O -0.46
2. P 0.26
3. O -0.46
4. O -0.27
5. C -0.48



The following is a DFT calculation (ωB97M-V/def2-TZVPD) of one molecule with the formula C6H11NS in a non-equilibrium geometry.

For the largest force on an atom, the calculation gives 1.52 eV Å⁻¹. As for the LUMO energy: 0.97 eV. Its HOMO energy is -8.20 eV. The value obtained for the energy relative to the best compared isomer or geometry (same formula, charge and spin) is 76.0 kJ/mol. The total energy comes out at -688.12029 hartree.

```
! wB97M-V def2-TZVPD RIJCOSX def2/J DEFGRID3
* xyz 0 1
C -2.2256 -0.8737 0.3497
N -1.1066 -0.4927 -0.5093
C 0.1453 -0.9540 -0.0224
C 0.9518 -0.0447 0.8783
C 0.4689 1.3836 1.0837
S 0.9961 2.3654 -0.3591
C 1.2962 0.9241 -1.4188
C 1.4047 -0.3115 -0.5245
H -3.2011 -0.5022 -0.1136
H -2.3162 -1.9609 0.5037
H -2.1064 -0.3764 1.3584
H -1.2702 -0.8551 -1.4693
H 0.2199 -2.0206 0.2142
H 1.4702 -0.4833 1.7196
H 0.9211 1.8142 1.9976
H -0.6227 1.4511 1.1576
H 2.2145 1.0879 -2.0010
H 0.4787 0.8082 -2.1420
H 2.2815 -0.9594 -0.7027
*
```

Löwdin atomic charge list, values in e, 5 entries:
1. C -0.13
2. N -0.10
3. C -0.30
4. C -0.25
5. C -0.44



The following is a DFT calculation (ωB97M-V/def2-TZVPD) of a 2-piece molecular cluster, C2H3FO2 overall in a non-equilibrium geometry.

For the largest force on an atom, the calculation gives 2.86 eV Å⁻¹. As for the LUMO energy (alpha / beta): -1.85 / -1.85 eV. Its HOMO energy (alpha / beta) is -11.55 / -11.49 eV. The value obtained for the energy relative to the best compared isomer or geometry (same formula, charge and spin) is 503.0 kJ/mol. The total energy comes out at -328.16344 hartree.

```
! wB97M-V def2-TZVPD RIJCOSX def2/J DEFGRID3
* xyz 0 1
C 0.1589 0.1518 0.3040
C -0.0269 -1.0088 -0.6450
O -0.1532 1.2914 0.1338
O -0.3910 3.4601 1.0718
F 0.5695 -0.2209 1.5096
H -0.5412 -1.7544 0.0264
H 0.9133 -1.3904 -0.9731
H -0.5293 -0.5287 -1.4276
*
```

Löwdin atomic charge list, values in e, 5 entries:
1. C -0.51
2. C 0.04
3. O 0.10
4. O -0.01
5. F 0.11



The following is a DFT calculation (ωB97M-V/def2-TZVPD) of an isolated ion of composition C6H12N and charge +1 in a non-equilibrium geometry.

For the largest force on an atom, the calculation gives 4.56 eV Å⁻¹. As for the LUMO energy (alpha / beta): -7.18 / -6.09 eV. Its HOMO energy (alpha / beta) is -14.02 / -15.17 eV. The value obtained for the energy relative to the best compared isomer or geometry (same formula, charge and spin) is 383.8 kJ/mol. The total energy comes out at -290.17571 hartree.

```
! wB97M-V def2-TZVPD RIJCOSX def2/J DEFGRID3
* xyz 1 1
C 0.0026 -1.5208 -0.0572
C -1.0654 -0.6995 0.6375
C 1.0730 -0.7025 0.6271
C -2.2906 -0.3607 -0.1778
C 2.3026 -0.3515 -0.1755
C -0.0018 1.5998 0.1514
N 0.0009 0.4133 0.9157
H -0.0059 -1.8264 -1.0920
H -1.3474 -1.0868 1.6204
H 1.3504 -1.0930 1.6092
H -2.0449 -0.0747 -1.1977
H -2.8418 0.4516 0.2913
H -2.9458 -1.2280 -0.2097
H 2.9120 0.3725 0.3677
H 2.0544 0.0514 -1.1571
H 2.9055 -1.2501 -0.3090
H -0.2347 1.5055 -0.9140
H -0.7759 2.2393 0.5891
H 0.9722 2.0799 0.2515
*
```

Löwdin atomic charge list, values in e, 5 entries:
1. C 0.24
2. C -0.27
3. C -0.27
4. C -0.03
5. C -0.03



The following is a DFT calculation (ωB97M-V/def2-TZVPD) of C17H15ClO3Zr as an isolated structure in a non-equilibrium geometry.

For the largest force on an atom, the calculation gives 4.91 eV Å⁻¹. As for the LUMO energy: -0.05 eV. Its HOMO energy is -8.22 eV. The total energy comes out at -1389.90181 hartree.

```
! wB97M-V def2-TZVPD RIJCOSX def2/J DEFGRID3
* xyz 0 1
C -0.1029 2.2718 2.2936
C 0.0841 3.4580 1.4948
C 1.3968 3.3982 0.9316
H -0.6009 4.3028 1.4496
C 2.0036 2.1621 1.3022
C 1.0828 1.4616 2.1563
H 1.3034 0.5583 2.7102
H -0.9387 2.0702 2.9528
H 1.8997 4.2170 0.4195
H 3.0234 1.8459 1.0866
Zr -0.0930 1.4453 0.1635
Cl -2.4338 1.5171 0.3194
C -0.4088 1.3461 -2.3908
C 1.0256 1.3673 -2.3080
C 1.4241 2.6880 -1.9535
H 1.6893 0.5457 -2.5898
C 0.2490 3.4777 -1.7747
C -0.8862 2.6620 -2.0495
H -1.9274 2.9936 -2.0912
H -1.0246 0.5185 -2.7608
H 2.4562 3.0338 -1.8845
H 0.2042 4.5463 -1.5539
O 0.6233 -2.8115 -1.6095
C -0.1056 -3.4258 -0.6587
C -0.4061 -4.7833 -0.8198
C -1.1333 -5.4470 0.1602
C -1.5773 -4.7738 1.3085
C -1.2872 -3.4169 1.4658
C -0.5517 -2.7337 0.4985
C -0.2499 -1.3144 0.7335
O -0.5357 -0.7520 1.8133
O 0.2866 -0.6133 -0.2644
H 0.6865 -1.8570 -1.3116
H -0.0559 -5.3017 -1.7078
H -1.3557 -6.5056 0.0427
H -2.1470 -5.2959 2.0858
H -1.6172 -2.8554 2.3402
*
```

Löwdin atomic charge list, values in e, 5 entries:
1. C -0.27
2. C -0.19
3. C -0.17
4. H 0.12
5. C -0.14



The following is a DFT calculation (ωB97M-V/def2-TZVPD) of an isolated ion of composition C19H27N6O4 and charge +1.

For the largest force on an atom, the calculation gives 0.82 eV Å⁻¹. As for the LUMO energy: -2.03 eV. Its HOMO energy is -11.44 eV. The value obtained for the energy relative to the best compared isomer or geometry (same formula, charge and spin) is 0.0 kJ/mol. The total energy comes out at -1369.51809 hartree.

```
! wB97M-V def2-TZVPD RIJCOSX def2/J DEFGRID3
* xyz 1 1
N 3.0865 1.9932 2.6950
C 1.7728 2.3792 2.2123
C 1.9229 3.5454 1.1977
C 0.6389 3.6989 0.4431
C 0.5100 3.1778 -0.8382
C -0.7338 3.0355 -1.4205
C -1.8660 3.4120 -0.7136
O -3.1048 3.0422 -1.2210
C -1.7431 4.0600 0.5043
C -0.4925 4.2014 1.0740
C 1.1343 1.1975 1.5537
C 1.6760 -0.0360 1.2278
N 0.6868 -0.7017 0.6043
C 0.6282 -2.0609 0.1044
C 1.4764 -3.0324 0.9363
C 2.8828 -3.2442 0.3642
C 2.8488 -3.8342 -1.0306
O 2.2246 -3.3726 -1.9555
O 3.5947 -4.9208 -1.1281
C -0.8653 -2.4339 0.1977
O -1.3100 -2.9753 1.1814
N -1.6656 -2.0694 -0.8388
C -1.2956 -1.4193 -2.0775
C -2.1984 -0.1890 -2.2773
N -2.6132 0.2769 -0.9434
C -3.5836 -0.6673 -0.3483
C -3.0998 -2.1030 -0.6405
N -0.3948 0.0802 0.5533
N -0.1367 1.2045 1.1219
H 3.5972 2.8075 3.0167
H 3.0101 1.3508 3.4762
H 1.0835 2.7158 3.0085
H 2.7461 3.3052 0.5244
H 2.1733 4.4516 1.7502
H 1.3872 2.8437 -1.3721
H -0.8371 2.6214 -2.4115
H -3.7912 3.5815 -0.8088
H -2.6224 4.4139 1.0235
H -0.4040 4.6687 2.0424
H 2.6532 -0.4278 1.3998
H 0.9875 -2.1039 -0.9287
H 1.5462 -2.6774 1.9655
H 0.9544 -3.9903 0.9676
H 3.4455 -3.9200 1.0067
H 3.4218 -2.2962 0.3004
H 3.5886 -5.2908 -2.0267
H -0.2540 -1.1096 -2.0578
H -1.4206 -2.1198 -2.9110
H -3.0877 -0.4310 -2.8626
H -1.6556 0.6023 -2.7918
H -2.9779 1.2490 -0.9952
H -1.7299 0.2747 -0.3115
H -4.5755 -0.5050 -0.7733
H -3.6216 -0.4873 0.7262
H -3.3155 -2.7616 0.2013
H -3.5740 -2.5097 -1.5359
*
```

Löwdin atomic charge list, values in e, 5 entries:
1. N 0.05
2. C -0.34
3. C -0.09
4. C -0.26
5. C -0.04



The following is a DFT calculation (ωB97M-V/def2-TZVPD) of C4H37NO13 as an isolated structure in a non-equilibrium geometry.

For the largest force on an atom, the calculation gives 14.33 eV Å⁻¹. As for the LUMO energy: 0.07 eV. Its HOMO energy is -9.07 eV. The value obtained for the energy relative to the best compared isomer or geometry (same formula, charge and spin) is 736.9 kJ/mol. The total energy comes out at -1207.24108 hartree.

```
! wB97M-V def2-TZVPD RIJCOSX def2/J DEFGRID3
* xyz 0 1
C 2.9019 -1.4525 -0.6513
C 2.0377 -2.5985 -1.1215
N 0.5746 -2.4223 -0.7604
C -0.0438 -3.7244 -1.0097
C 0.4642 -2.0836 0.6918
H 3.1421 -1.4833 0.4058
H 3.8722 -1.5777 -1.1395
H 2.5248 -0.4727 -0.9113
H 2.3745 -3.5237 -0.6319
H 1.9469 -2.6455 -2.2018
H 0.4375 -4.2233 -1.8536
H -1.0812 -3.5674 -1.2881
H -0.0885 -4.3573 -0.1306
H 1.3325 -2.3928 1.2773
H 0.2754 -1.0186 0.7222
H -0.4252 -2.5812 1.0845
H 3.0419 3.0130 0.3102
H 1.9458 2.4263 1.2428
O 2.4627 2.2741 0.4386
H -1.4979 2.1569 3.9471
H -2.1010 1.4463 2.7298
O -1.5029 2.1869 3.0096
H -0.0874 2.8274 2.5567
H 0.9715 3.2276 3.5124
O 0.8487 3.1453 2.5499
H 1.2319 2.3495 -0.8252
H 1.2479 1.7782 -2.2227
O 0.6711 2.3070 -1.6465
H -2.3778 2.5521 2.1152
H -1.9258 3.8277 1.2580
O -1.6952 2.9421 1.5300
H -1.7796 -0.1155 -4.1010
H -1.8341 1.0773 -3.1962
O -1.5224 0.8161 -4.0714
H -3.5806 0.4137 1.6774
H -3.5112 -0.1859 3.0828
O -3.7788 0.6018 2.6280
H 0.3643 1.4534 3.0553
H 1.9039 1.5423 3.2873
O 1.0924 1.0977 3.5938
H -3.6786 -0.5061 -0.5411
H -2.4512 0.3415 -0.1107
O -3.0944 -0.3146 0.1957
H -2.1813 2.1675 -1.3916
H -0.7889 1.7490 -1.3586
O -1.7107 1.3156 -1.4314
H 0.8715 -0.9065 -2.1452
H 0.1973 -0.0083 -3.2353
O 0.9265 -0.6456 -3.0714
H 2.9393 -3.6061 1.9594
H 3.0624 -2.2704 2.6816
O 2.7952 -3.1569 2.7786
H -1.2361 -2.3063 -3.6487
H -0.0943 -1.5412 -4.3171
O -1.0145 -1.8025 -4.4354
*
```

Löwdin atomic charge list, values in e, 5 entries:
1. C -0.08
2. C -0.26
3. N -0.27
4. C -0.11
5. C -0.07